# 1
The following is a quantum chemistry calculation of C20H28CdNO2S as an isolated structure in a non-equilibrium geometry, from the OMol25 dataset.

Results
Charge = -1
Energy relative to the best compared isomer or geometry (same formula, charge and spin) = 15.9 kcal/mol
Kohn-Sham gap = 5.5 eV

Each line ends with the natural charge from an NBO analysis.
Cartesian coordinates (Å):
O (-0.63, 3.96, -2.31)  -0.543
C (-0.55, 3.95, -3.77)  -0.059
C (-0.29, 5.46, -3.88)  -0.462
H (-1.50, 3.63, -4.22)  0.176
H (0.28, 3.33, -4.12)  0.178
C (-0.41, 5.40, -2.33)  0.270
H (-1.09, 6.01, -4.37)  0.207
H (0.69, 5.72, -4.24)  0.208
C (-1.59, 6.18, -1.80)  -0.625
H (-2.51, 5.93, -2.34)  0.212
H (-1.41, 7.26, -1.92)  0.208
H (-1.74, 5.98, -0.73)  0.218
C (0.86, 5.79, -1.61)  -0.625
H (1.72, 5.24, -2.02)  0.214
H (0.77, 5.56, -0.54)  0.219
H (1.04, 6.86, -1.73)  0.208
Cd (-0.07, -3.28, 1.48)  1.688
C (2.30, -3.98, 2.33)  -0.406
C (2.03, -4.75, 1.16)  -0.311
C (1.88, -3.84, 0.05)  -0.515
H (2.06, -5.83, 1.11)  0.236
C (2.29, -2.55, 0.52)  -0.377
C (2.50, -2.63, 1.92)  -0.384
H (2.88, -1.83, 2.55)  0.210
H (2.47, -4.40, 3.31)  0.229
H (1.70, -4.13, -0.98)  0.216
H (2.53, -1.71, -0.12)  0.201
C (-1.17, -3.55, 3.95)  -0.326
C (-0.22, -2.49, 4.03)  -0.374
C (-0.68, -1.43, 3.19)  -0.429
H (0.67, -2.48, 4.66)  0.216
C (-1.84, -1.89, 2.50)  -0.418
C (-2.10, -3.24, 2.91)  -0.444
H (-2.93, -3.87, 2.58)  0.228
H (-1.23, -4.40, 4.63)  0.229
H (-0.33, -0.40, 3.21)  0.209
H (-2.54, -1.27, 1.93)  0.216
O (-0.46, -1.21, -0.03)  -0.580
C (0.02, 0.15, 0.22)  -0.072
C (0.26, 0.78, -1.15)  -0.434
H (0.94, 0.06, 0.81)  0.205
H (-0.74, 0.71, 0.79)  0.178
C (-0.71, 0.02, -2.05)  -0.430
H (1.30, 0.57, -1.44)  0.196
H (0.10, 1.86, -1.18)  0.237
C (-0.66, -1.39, -1.48)  -0.073
H (-0.44, 0.07, -3.11)  0.210
H (-1.72, 0.44, -1.94)  0.200
H (0.21, -1.95, -1.86)  0.179
H (-1.59, -1.95, -1.65)  0.192
S (-0.70, -5.99, 1.92)  -0.451
C (-0.07, -6.91, 3.15)  0.067
N (0.42, -7.57, 4.02)  -0.525


# 2
The following is a quantum chemistry calculation of a 13-piece molecular cluster, C37H78O13S2 overall in a non-equilibrium geometry, from the OMol25 dataset.

Results
Kohn-Sham gap = 9.4 eV

Each line ends with the Löwdin charge.
Cartesian coordinates (Å):
C (-1.45, -4.85, -1.55)  -0.224
S (-2.08, -3.25, -0.89)  0.818
O (-2.08, -2.29, -2.04)  -0.572
C (-3.78, -3.86, -0.71)  -0.254
H (-0.38, -4.73, -1.72)  0.020
H (-2.07, -5.04, -2.42)  0.054
H (-1.65, -5.58, -0.77)  0.038
H (-4.42, -2.99, -0.62)  0.035
H (-3.82, -4.49, 0.18)  0.056
H (-4.11, -4.41, -1.60)  0.054
C (-5.57, 2.42, -0.65)  -0.253
S (-4.00, 2.43, -1.56)  0.849
O (-2.91, 2.06, -0.59)  -0.575
C (-4.44, 1.00, -2.59)  -0.246
H (-5.68, 3.25, 0.04)  0.051
H (-5.75, 1.51, -0.07)  0.048
H (-6.39, 2.45, -1.38)  0.057
H (-5.05, 0.30, -2.00)  0.051
H (-3.60, 0.50, -3.05)  0.037
H (-5.11, 1.27, -3.41)  0.066
C (-1.87, 1.78, -4.81)  -0.023
C (-1.95, 0.35, -5.30)  -0.512
O (-2.85, -0.06, -6.00)  0.070
C (-0.79, -0.49, -4.98)  -0.028
H (-2.76, 2.33, -5.10)  0.086
H (-1.03, 2.24, -5.34)  0.097
H (-1.68, 1.87, -3.74)  0.048
H (-0.52, -1.05, -5.88)  0.100
H (-1.00, -1.30, -4.28)  0.079
H (0.10, 0.00, -4.60)  0.049
C (5.47, -0.86, 3.01)  -0.022
C (4.21, -1.62, 2.69)  -0.500
O (3.47, -2.03, 3.55)  0.062
C (3.94, -1.84, 1.24)  -0.035
H (5.98, -1.24, 3.89)  0.089
H (5.19, 0.14, 3.37)  0.074
H (6.21, -0.77, 2.22)  0.083
H (4.12, -0.91, 0.68)  0.073
H (2.89, -2.00, 1.02)  0.057
H (4.59, -2.63, 0.86)  0.098
C (-0.68, 0.02, 0.12)  -0.017
C (0.67, -0.21, -0.52)  -0.446
O (1.67, -0.25, 0.16)  0.042
C (0.74, -0.29, -2.02)  -0.023
H (-0.79, 1.11, 0.06)  0.069
H (-0.84, -0.35, 1.14)  0.063
H (-1.49, -0.42, -0.46)  0.043
H (-0.02, 0.30, -2.52)  0.058
H (0.49, -1.30, -2.34)  0.079
H (1.70, 0.05, -2.40)  0.076
C (0.10, -0.36, 6.38)  -0.010
C (0.27, -1.18, 5.13)  -0.479
O (0.00, -2.36, 5.07)  0.060
C (0.87, -0.48, 3.94)  -0.015
H (1.02, 0.18, 6.60)  0.089
H (-0.17, -0.96, 7.25)  0.080
H (-0.72, 0.34, 6.21)  0.078
H (0.62, -1.12, 3.08)  0.056
H (1.96, -0.43, 3.93)  0.067
H (0.40, 0.48, 3.73)  0.072
C (-1.39, 4.15, 1.83)  -0.020
C (-2.71, 4.90, 2.01)  -0.475
O (-2.83, 6.01, 1.54)  0.068
C (-3.83, 4.19, 2.73)  -0.013
H (-0.84, 4.57, 1.00)  0.068
H (-1.51, 3.08, 1.72)  0.059
H (-0.85, 4.30, 2.77)  0.076
H (-3.98, 3.19, 2.33)  0.055
H (-4.79, 4.68, 2.64)  0.086
H (-3.67, 4.16, 3.81)  0.092
C (3.96, 2.79, -3.48)  -0.006
C (3.48, 1.59, -4.26)  -0.501
O (2.31, 1.40, -4.53)  0.046
C (4.54, 0.63, -4.75)  -0.017
H (4.54, 3.35, -4.22)  0.091
H (4.53, 2.50, -2.61)  0.093
H (3.09, 3.41, -3.28)  0.068
H (4.12, -0.04, -5.49)  0.082
H (4.86, 0.06, -3.87)  0.086
H (5.41, 1.18, -5.12)  0.080
C (-0.39, -5.80, 3.49)  -0.017
C (-0.15, -5.04, 2.19)  -0.465
O (-0.23, -5.64, 1.13)  0.043
C (0.35, -3.63, 2.29)  -0.025
H (0.49, -5.88, 4.12)  0.086
H (-0.66, -6.82, 3.18)  0.074
H (-1.29, -5.50, 4.02)  0.082
H (-0.33, -3.05, 2.92)  0.060
H (0.31, -3.14, 1.32)  0.067
H (1.34, -3.57, 2.74)  0.091
C (-3.17, 0.60, 3.65)  -0.020
C (-4.23, 0.39, 2.60)  -0.494
O (-5.32, 0.90, 2.71)  0.062
C (-3.84, -0.44, 1.42)  -0.018
H (-2.34, 1.15, 3.20)  0.076
H (-2.73, -0.33, 4.00)  0.086
H (-3.47, 1.21, 4.50)  0.086
H (-4.51, -1.30, 1.33)  0.089
H (-2.89, -0.93, 1.64)  0.061
H (-3.78, 0.07, 0.46)  0.060
C (3.26, -5.58, -3.58)  -0.020
C (2.67, -4.59, -2.58)  -0.474
O (1.86, -4.98, -1.77)  0.061
C (3.06, -3.12, -2.70)  -0.010
H (2.91, -5.30, -4.58)  0.086
H (2.90, -6.58, -3.34)  0.080
H (4.35, -5.58, -3.59)  0.078
H (2.51, -2.63, -3.50)  0.084
H (4.14, -3.16, -2.85)  0.079
H (2.90, -2.63, -1.74)  0.068
C (-0.12, 3.39, -2.12)  -0.013
C (0.84, 4.33, -1.47)  -0.501
O (1.84, 3.97, -0.88)  0.042
C (0.51, 5.82, -1.43)  -0.014
H (-0.92, 3.18, -1.40)  0.066
H (0.46, 2.49, -2.32)  0.071
H (-0.60, 3.80, -3.01)  0.086
H (1.16, 6.34, -0.73)  0.083
H (-0.50, 5.87, -0.99)  0.078
H (0.35, 6.31, -2.39)  0.083
C (3.55, 1.94, 2.01)  -0.008
C (2.64, 2.29, 3.16)  -0.494
O (2.94, 2.04, 4.30)  0.066
C (1.46, 3.15, 2.77)  -0.028
H (4.58, 2.24, 2.23)  0.093
H (3.28, 2.38, 1.05)  0.072
H (3.65, 0.85, 1.94)  0.049
H (0.63, 2.55, 2.39)  0.064
H (1.74, 3.94, 2.07)  0.085
H (1.15, 3.58, 3.73)  0.087


# 3
The following is a quantum chemistry calculation of a 2-piece molecular cluster, C3H4N2O overall, from the OMol25 dataset.

Results
Energy relative to the best compared isomer or geometry (same formula, charge and spin) = 126.8 kcal/mol
Kohn-Sham gap = 10.1 eV

Each line ends with the natural charge from an NBO analysis.
Cartesian coordinates (Å):
C (-1.11, 1.52, 0.19)  -0.064
N (-2.26, 1.52, 0.34)  0.197
O (-3.45, 1.55, 0.49)  -0.426
H (-0.06, 1.31, 0.08)  0.267
C (0.26, -2.13, -0.18)  -0.296
C (0.93, -1.13, -0.17)  0.131
N (1.62, 0.05, -0.15)  -0.852
H (-0.31, -3.03, -0.19)  0.245
H (2.07, 0.26, -1.03)  0.398
H (2.30, 0.09, 0.60)  0.399


# 4
The following is a quantum chemistry calculation of a single C5H12N2O molecule in a non-equilibrium geometry, from the OMol25 dataset.

Results
Energy relative to the best compared isomer or geometry (same formula, charge and spin) = 156.0 kcal/mol
Kohn-Sham gap = 5.8 eV

Each line ends with the natural charge from an NBO analysis.
Cartesian coordinates (Å):
C (1.17, 0.62, -2.28)  -0.623
C (-0.21, -0.14, -2.24)  -0.298
N (-1.17, 0.48, -1.42)  -0.090
C (-0.83, 0.53, -0.08)  -0.319
C (0.11, -0.68, 0.59)  0.296
N (-0.65, -0.96, 1.85)  -0.653
C (-0.34, 0.02, 2.89)  -0.437
O (1.33, -0.35, 0.75)  -0.627
H (1.76, 0.28, -1.44)  0.253
H (1.68, 0.41, -3.21)  0.218
H (0.93, 1.68, -2.22)  0.208
H (-0.07, -1.19, -1.93)  0.244
H (-0.60, -0.15, -3.26)  0.202
H (-0.34, 1.49, 0.12)  0.294
H (-1.80, 0.49, 0.43)  0.225
H (0.04, -1.54, -0.11)  0.155
H (-0.15, -1.80, 2.15)  0.363
H (-0.95, 0.90, 2.69)  0.181
H (0.70, 0.35, 2.89)  0.203
H (-0.60, -0.43, 3.84)  0.204


# 5
The following is a quantum chemistry calculation of an isolated ion of composition C5H6N and charge +1 in a non-equilibrium geometry, from the OMol25 dataset.

Results
Charge = +1
Energy relative to the best compared isomer or geometry (same formula, charge and spin) = 114.1 kcal/mol
Kohn-Sham gap = 10.6 eV

Each line ends with the natural charge from an NBO analysis.
Cartesian coordinates (Å):
C (-0.35, -1.19, 0.92)  0.265
C (-1.47, -0.02, 0.47)  0.251
C (1.09, 0.93, -0.14)  -0.378
C (0.59, 0.09, -1.27)  -0.336
C (-0.05, 0.01, 0.10)  -0.190
N (-1.65, -1.33, 0.68)  -0.242
H (0.18, -1.63, 1.75)  0.271
H (-2.42, 0.74, 0.95)  0.325
H (2.03, 0.66, 0.32)  0.261
H (0.90, 1.99, -0.16)  0.264
H (0.00, 0.54, -2.05)  0.255
H (1.15, -0.78, -1.58)  0.253